Below is a 2-piece molecular cluster, C6H10N2O overall at a distorted geometry, with properties calculated with ωB97M-V/def2-TZVPD.

Structure (XYZ):
```
19
Properties=species:S:1:pos:R:3
O 1.65898 0.93580 0.66804
C 0.33295 0.77741 0.38417
C -0.25187 0.91498 -0.83245
C -1.61160 0.33400 -1.13021
C -2.11133 -0.76492 -0.16833
C -1.61809 -0.84103 1.05889
C -0.47302 0.06338 1.49107
H 1.87540 1.89201 0.62552
H 0.17076 1.35740 -1.74551
H -2.40296 1.09760 -1.37564
H -1.53831 -0.17917 -2.00446
H -2.89760 -1.29003 -0.61579
H -2.02891 -1.65905 1.66365
H -0.87624 0.87065 2.08454
H 0.33652 -0.42940 2.04632
H 3.05201 -0.89360 -1.66007
N 3.31946 -0.16317 -0.98474
N 3.21235 -0.67873 0.12694
H 3.56988 -0.03852 0.86736
```

Computed properties:
SMILES string = OC1=CCC=CC1.[H]/N=N/[H]
Kohn-Sham gap = 9.4797 eV
HOMO level = -8.645 eV
Electronic energy = -11407.9757 eV
ΔE to the lowest compared entry with this formula, charge and spin = 396.76 kJ/mol

These are the natural (NBO) partial charges, in e, on atoms 1 to 5:
1 O -0.71
2 C 0.32
3 C -0.27
4 C -0.46
5 C -0.17

=====

Below is C24H23CuN2OPS as an isolated structure at a distorted geometry, with properties calculated with ωB97M-V/def2-TZVPD.

Structure (XYZ):
```
53
Properties=species:S:1:pos:R:3
Cu 1.52789 -1.13529 -1.02850
S 2.81929 -2.41329 1.48270
C 1.54689 -3.26649 0.77600
C 1.00649 -4.40419 1.41410
C -0.00271 -5.11349 0.82350
C -0.45621 -4.71849 -0.43850
C 0.09839 -3.59579 -1.00540
N 1.04119 -2.85739 -0.41970
H 1.41949 -4.69449 2.36700
H -0.43271 -5.97699 1.31440
H -1.23131 -5.26469 -0.95070
H -0.23861 -3.24789 -1.97080
N 1.17089 0.60921 -1.54100
P 0.04789 0.96711 -0.56520
C -1.42451 -0.13889 -0.35080
C -1.66321 -0.92969 -1.46730
C -2.66581 -1.87829 -1.46590
C -3.43731 -2.05359 -0.32720
C -3.22471 -1.25349 0.78220
C -2.22711 -0.29269 0.77420
C 0.43059 1.33671 1.19380
C 0.61529 0.29411 2.09540
C 0.99449 0.56241 3.39730
C 1.20099 1.87031 3.80710
C 1.07709 2.90781 2.89670
C 0.70559 2.63911 1.59230
C -0.76981 2.51981 -1.09740
C -1.96781 3.03131 -0.61540
C -2.50271 4.17601 -1.18260
C -1.84441 4.81471 -2.22240
C -0.64341 4.31151 -2.69960
C -0.11931 3.16221 -2.14080
H -1.01121 -0.77799 -2.32230
H -2.83741 -2.49639 -2.33670
H -4.20251 -2.81689 -0.30610
H -3.83741 -1.38839 1.66570
H -2.07191 0.32921 1.64760
H 0.45879 -0.72629 1.76070
H 1.12889 -0.24849 4.09930
H 1.47529 2.08061 4.83290
H 1.27519 3.92451 3.21180
H 0.61499 3.43691 0.86470
H -2.48201 2.53741 0.19870
H -3.44341 4.57241 -0.81760
H -2.26961 5.70671 -2.66500
H -0.12611 4.80951 -3.51010
H 0.79899 2.70941 -2.49060
C 4.40899 0.02711 -1.35720
O 3.80759 -1.23539 -1.18260
H 5.44529 0.02351 -0.99480
H 3.84399 0.82561 -0.86770
H 4.39859 0.21621 -2.43060
H 3.77409 -1.47649 -0.22770
```

Computed properties:
Kohn-Sham gap = 6.8836 eV
HOMO level = -3.939 eV
Electronic energy = -95054.5573 eV
Total charge = -1

These are the natural (NBO) partial charges, in e, on atoms 1 to 5:
1 Cu 0.80
2 S -0.40
3 C 0.06
4 C -0.28
5 C -0.17

=====

Below is a 9-piece molecular cluster, C36H70N8O16 overall, with properties calculated with ωB97M-V/def2-TZVPD.

Structure (XYZ):
```
130
Properties=species:S:1:pos:R:3
O -5.09793 -0.12301 4.37820
C -5.16374 -0.88796 3.46620
O -4.15966 -1.37685 2.74831
C -2.84866 -1.13201 3.29010
O -2.04687 -2.14034 2.77386
C -0.80920 -1.69442 2.26001
O -0.16889 -0.81804 3.12946
C -0.00441 0.51292 2.67533
C 1.41291 0.79408 2.19725
O 1.42174 2.03885 1.49286
O -6.33948 -1.44379 2.98296
O -7.07970 -0.36061 2.40739
C -8.26920 -0.18310 3.09131
O -8.44637 -0.53612 4.21536
C -9.26289 0.51667 2.23387
C -9.76385 -0.10505 1.09841
C -10.74582 0.54116 0.36369
C -11.19374 1.78499 0.77861
C -10.66672 2.41762 1.89356
C -9.68474 1.77312 2.63844
H -2.53696 -0.14157 2.95928
H -2.88894 -1.18300 4.37616
H -0.96350 -1.23920 1.27378
H -0.20337 -2.59178 2.14335
H -0.67457 0.76096 1.84414
H -0.23760 1.21036 3.48546
H 1.75834 0.03743 1.49541
H 2.09982 0.84022 3.03918
H 0.98286 2.68539 2.05740
H -9.40694 -1.07719 0.79550
H -11.16691 0.09317 -0.52144
H -11.97674 2.29215 0.22845
H -11.02498 3.39064 2.19814
H -9.26048 2.22118 3.52640
C 2.31641 7.02525 2.49679
N 1.20792 6.34324 3.13365
C 0.40146 7.04996 4.11630
C 0.89617 5.07242 2.84548
O -0.02597 4.44378 3.34216
H 3.04742 7.34525 3.24161
H 1.96345 7.90239 1.95186
H 2.80379 6.35201 1.79490
H 0.43707 6.53631 5.07694
H -0.63913 7.09073 3.79460
H 0.78507 8.06037 4.23072
H 1.56062 4.62579 2.08657
C 7.10926 1.42740 0.69496
N 6.09928 1.55828 1.72802
C 5.98523 2.80182 2.46617
C 5.25021 0.56156 2.02297
O 4.38678 0.62232 2.88185
H 8.10416 1.57102 1.11973
H 6.93670 2.17898 -0.07914
H 7.05622 0.44023 0.24493
H 6.13273 2.62876 3.53293
H 4.99172 3.23251 2.33058
H 6.73729 3.49907 2.10491
H 5.39546 -0.32832 1.39085
C -8.45125 -4.26233 -2.85958
N -9.27594 -3.21492 -2.28010
C -10.63471 -3.53494 -1.87641
C -8.83253 -1.96237 -2.10188
O -9.49016 -1.05735 -1.61329
H -8.91078 -4.64933 -3.76666
H -8.33102 -5.08657 -2.15889
H -7.47010 -3.85654 -3.10195
H -11.34894 -2.91480 -2.41924
H -10.77103 -3.34956 -0.81043
H -10.82849 -4.58302 -2.08886
H -7.79306 -1.81679 -2.43871
C 6.69792 2.16652 -4.46448
N 5.84019 1.34936 -3.63291
C 4.42319 1.23932 -3.93842
C 6.32819 0.67977 -2.57363
O 5.66810 -0.02514 -1.83378
H 6.36503 3.20591 -4.46762
H 6.70098 1.79563 -5.49204
H 7.71526 2.13388 -4.07874
H 3.82414 1.59175 -3.09876
H 4.15552 0.19986 -4.12896
H 4.20133 1.83828 -4.81796
H 7.41408 0.82556 -2.43289
C -5.76363 -8.15929 -6.08806
N -6.40756 -7.75446 -4.85526
C -5.62248 -7.67158 -3.63440
C -7.71664 -7.45065 -4.79577
O -8.29533 -7.10618 -3.78198
H -5.34050 -9.16069 -5.98962
H -4.96212 -7.46566 -6.34902
H -6.49323 -8.16769 -6.89508
H -6.02542 -8.34339 -2.87655
H -5.64801 -6.65846 -3.23244
H -4.59409 -7.94717 -3.85300
H -8.22944 -7.54272 -5.76774
C 7.98383 -3.17427 4.24773
N 8.18241 -2.56990 2.94651
C 7.28874 -2.92134 1.85542
C 9.17232 -1.69099 2.70705
O 9.36564 -1.14759 1.63568
H 8.07238 -4.26072 4.18461
H 6.99556 -2.92579 4.63878
H 8.73602 -2.80317 4.94083
H 7.85025 -3.36150 1.03095
H 6.78048 -2.03595 1.47739
H 6.55117 -3.63445 2.21430
H 9.80792 -1.50287 3.58890
C -3.15895 2.59764 1.29068
N -2.88958 3.24554 0.02405
C -3.77784 3.01715 -1.10156
C -1.83004 4.06186 -0.14364
O -1.56108 4.63338 -1.18333
H -3.14590 1.51106 1.16649
H -4.13496 2.89585 1.67838
H -2.39420 2.88113 2.01284
H -3.22946 2.58048 -1.93688
H -4.21236 3.95754 -1.44160
H -4.57260 2.34073 -0.79625
H -1.21970 4.16660 0.76938
C 10.90418 -0.35588 -4.65273
N 11.02064 0.63658 -3.60512
C 11.49988 0.23475 -2.29071
C 10.69794 1.92886 -3.80128
O 10.76870 2.79659 -2.95378
H 10.20969 -1.14566 -4.35897
H 11.87521 -0.80737 -4.86529
H 10.53336 0.11429 -5.56163
H 10.74983 0.44529 -1.52835
H 12.40477 0.78496 -2.03297
H 11.71315 -0.83091 -2.30035
H 10.34302 2.13588 -4.82715
```

Computed properties:
SMILES string = O=C(OCOCOCCO)OOC(=O)c1ccccc1.CN(C)C=O.CN(C)C=O.CN(C)C=O.CN(C)C=O.CN(C)C=O.CN(C)C=O.CN(C)C=O.CN(C)C=O
Kohn-Sham gap = 9.4584 eV
HOMO level = -8.935 eV
Electronic energy = -83144.7207 eV

These are the Löwdin partial charges, in e, on atoms 1 to 5:
1 O 0.18
2 C -0.54
3 O 0.10
4 C -0.16
5 O -0.04

=====

Below is a 2-piece molecular cluster, C29H29N3 overall at a distorted geometry, with properties calculated with ωB97M-V/def2-TZVPD.

Structure (XYZ):
```
61
Properties=species:S:1:pos:R:3
C -1.13676 -5.30311 -1.07950
C -0.84101 -4.49150 -2.15976
C -1.24408 -3.17795 -2.17225
C -1.96713 -2.63944 -1.09917
C -2.43049 -1.26793 -1.03977
N -2.87716 -0.85096 0.16021
C -3.67435 0.16803 0.36866
C -4.02429 0.56773 1.60648
N -4.31758 0.90793 2.69619
C -2.44354 -0.38569 -2.20114
C -2.68929 -0.87348 -3.49106
C -2.74135 -0.02921 -4.57282
C -2.55443 1.32891 -4.40556
C -2.30988 1.83465 -3.14443
C -2.24972 0.99515 -2.05813
C -2.22520 -3.47254 -0.00388
C -1.82340 -4.78703 0.00330
H -0.83722 -6.33848 -1.07996
H -0.28009 -4.89137 -2.99042
H -0.96857 -2.54529 -2.99634
H -4.16236 0.62511 -0.47542
H -2.88266 -1.92181 -3.62926
H -2.95818 -0.42220 -5.55180
H -2.60420 1.99248 -5.25341
H -2.17239 2.89385 -3.00902
H -2.05158 1.39335 -1.07949
H -2.73574 -3.05321 0.84575
H -2.04749 -5.41280 0.85207
C 5.72969 1.72566 -0.42722
C 4.75089 2.68637 -1.12990
C 3.49405 1.94583 -1.60763
N 2.86699 1.20507 -0.49256
C 1.77482 1.72223 0.15227
C 1.15528 1.14365 1.24006
C 0.13460 1.74528 1.95692
C -0.51234 1.15406 3.08246
C -1.26191 1.94191 3.98019
C -1.78926 1.38993 5.12317
C -1.61850 0.04240 5.39513
C -0.92884 -0.76061 4.50369
C -0.38403 -0.21994 3.36526
C 3.79244 0.20711 0.09514
C 5.01418 0.92744 0.67684
H 6.13992 1.02677 -1.16530
H 6.59823 2.26717 -0.02439
H 4.45114 3.47286 -0.42812
H 5.24111 3.20212 -1.96753
H 2.75772 2.62369 -2.05506
H 3.75431 1.21907 -2.38310
H 1.38486 2.65503 -0.21635
H 1.51100 0.18515 1.56744
H -0.14368 2.75028 1.69048
H -1.39239 2.99204 3.77737
H -2.32906 2.00830 5.82100
H -2.01494 -0.38062 6.30332
H -0.81202 -1.81289 4.70461
H 0.12371 -0.85730 2.66314
H 3.28541 -0.42486 0.83088
H 4.10480 -0.46780 -0.70862
H 5.69523 0.22524 1.17631
H 4.67675 1.61616 1.46003
```

Computed properties:
Kohn-Sham gap = 2.8511 eV
HOMO level = -4.906 eV
Electronic energy = -35010.1069 eV

These are the natural (NBO) partial charges, in e, on atoms 1 to 5:
1 C -0.25
2 C -0.22
3 C -0.25
4 C 0.04
5 C 0.00

=====

Below is C36H43N10O2PSr as an isolated structure at a distorted geometry, with properties calculated with ωB97M-V/def2-TZVPD.

Structure (XYZ):
```
93
Properties=species:S:1:pos:R:3
Sr 0.15767 1.04396 0.30567
C -2.06375 -4.13941 5.22198
C -1.74716 -3.24838 4.06407
C -2.35674 -3.41866 2.84938
C -2.21665 -2.46906 1.80831
C -2.96393 -2.54926 0.63363
N -3.36283 -3.65595 0.02227
C -2.70640 -4.95174 0.10599
C -1.18211 -4.81209 0.01298
C -0.71513 -4.10419 -1.27860
N 0.35472 -3.17142 -1.02411
C 1.62471 -3.50212 -1.02838
C 2.67195 -2.66308 -0.64395
C 3.98594 -3.18961 -0.67089
C 5.06772 -2.46997 -0.24060
C 6.45537 -3.02211 -0.27773
C 4.82678 -1.18337 0.26539
C 3.57522 -0.59092 0.30484
C 3.49056 0.72058 0.90278
N 2.46680 1.46566 0.97628
C 2.62270 2.74982 1.59354
C 1.39360 3.13239 2.40447
C 1.01192 2.08040 3.43428
N 0.29798 0.97522 2.84600
C 0.16722 -0.06922 3.55891
C -0.66100 -1.20599 3.23701
C -0.86526 -2.16163 4.21269
C -1.35915 -1.29746 1.97171
O -1.19885 -0.50059 1.02363
C 2.42378 -1.29769 -0.20273
O 1.26844 -0.79883 -0.26079
H -2.52325 -5.06438 4.88381
H -2.76944 -3.63469 5.88338
H -1.17564 -4.37747 5.80175
H -3.06874 -4.22057 2.72673
H -3.21109 -1.60674 0.14996
H -4.04089 -3.55054 -0.71792
H -3.07506 -5.55209 -0.72595
H -2.95791 -5.47663 1.03013
H -0.74951 -5.80889 0.07499
H -0.81978 -4.24050 0.86814
H -1.54028 -3.54628 -1.72350
H -0.37345 -4.83688 -2.01328
H 0.16208 -2.21292 -0.69916
H 1.86948 -4.51229 -1.34695
H 4.11750 -4.19932 -1.02993
H 6.45028 -4.06906 -0.56398
H 6.93478 -2.92156 0.69301
H 7.06013 -2.47983 -1.00183
H 5.67201 -0.63231 0.65397
H 4.44678 1.07002 1.31826
H 2.74608 3.49374 0.79810
H 3.52093 2.78798 2.23012
H 0.55168 3.29718 1.73661
H 1.61036 4.06604 2.92369
H 0.35558 2.55705 4.17640
H 1.90914 1.73390 3.96756
H 0.64733 -0.12260 4.54645
H -0.34959 -2.05931 5.15718
C -3.18146 5.75514 -0.76679
N -2.62564 4.62984 -0.06315
C -2.78639 4.38358 1.26205
C -2.08341 3.24192 1.53179
N -1.49977 2.79233 0.39760
C -1.83770 3.63755 -0.56197
P -1.48283 3.53556 -2.34657
C -1.83497 1.75916 -2.59264
N -1.51782 0.77772 -1.76997
C -1.96350 -0.35665 -2.35351
C -2.54250 -0.06572 -3.55847
N -2.45441 1.28243 -3.70521
C -2.86181 2.03623 -4.86089
C 0.32434 3.30571 -2.35665
N 1.03973 2.56832 -1.52672
C 2.30804 2.59513 -1.99700
C 2.36196 3.34837 -3.13779
N 1.09897 3.79940 -3.35895
C 0.69203 4.62026 -4.46770
H -3.66389 6.41588 -0.04887
H -3.92522 5.43025 -1.49660
H -2.39670 6.31468 -1.27851
H -3.37260 5.01677 1.89652
H -1.96693 2.72452 2.46270
H -1.84846 -1.30462 -1.86789
H -2.98946 -0.69673 -4.30027
H -3.66055 1.51504 -5.38519
H -2.02410 2.16531 -5.55127
H -3.22292 3.01876 -4.55750
H 3.10631 2.08391 -1.50006
H 3.17573 3.57937 -3.79412
H 1.53528 5.22346 -4.80106
H -0.11659 5.28662 -4.16620
H 0.35362 4.00416 -5.30495
```

Computed properties:
Kohn-Sham gap = 6.9713 eV
HOMO level = -12.343 eV
Electronic energy = -67142.0489 eV
Total charge = +2

These are the Löwdin partial charges, in e, on atoms 1 to 5:
1 Sr 1.47
2 C -0.04
3 C -0.25
4 C 0.02
5 C -0.14

=====

Below is C4H4AuCl2N2O4Pm as an isolated structure at a distorted geometry, with properties calculated with ωB97M-V/def2-TZVPD.

Structure (XYZ):
```
18
Properties=species:S:1:pos:R:3
Au -2.51508 2.37745 -0.66736
Pm -0.27075 0.46337 0.06001
Cl -0.01565 2.65761 -1.20832
Cl -2.48159 -0.03188 -1.49953
C -0.79840 -1.55944 0.89944
C -2.49027 4.15988 0.02741
C -4.36455 2.19340 -0.23023
O -0.91872 -2.62800 1.39290
O -2.48450 5.24143 0.41910
O -5.48516 2.09488 0.00662
N 2.23804 -2.94532 -0.14171
C 2.40122 -1.64811 0.09005
N 3.53826 -1.04257 0.37406
O 1.35279 -0.85439 -0.00645
H 3.04731 -3.51595 -0.11638
H 1.32968 -3.33345 -0.34820
H 3.55921 -0.04447 0.54050
H 4.35814 -1.58443 0.40807
```

Computed properties:
2S+1 = 7
Kohn-Sham gap (alpha / beta) = 6.8443 / 4.0578 eV
HOMO level (alpha / beta) = -22.783 / -25.095 eV
Electronic energy = -60624.0850 eV
ΔE to the lowest compared entry with this formula, charge and spin = 176.20 kJ/mol
Total charge = +4

These are the Löwdin partial charges, in e, on atoms 1 to 5:
1 Au 0.73
2 Pm 1.33
3 Cl 0.10
4 Cl 0.10
5 C -0.08

=====

The lowest electronic energy belongs to which entry?
C24H23CuN2OPS

=====

Which of these has the lowest electronic energy?
C24H23CuN2OPS

=====

What is the formula in the fifth record?
C36H43N10O2PSr